Computed, not measured: the molecule C2H6Si2, with ωB97M-V/def2-TZVPD.

Element x y z (Å)
1 Si 2.43546 0.05230 0.15363
2 C 0.65277 -0.06415 -0.14947
3 C -0.66745 -0.25561 -0.16576
4 Si -2.41919 0.13953 0.09407
5 H 2.69566 1.12164 -0.83906
6 H 2.95109 -1.37944 -0.08788
7 H 2.33851 0.56257 1.45281
8 H -2.29233 0.81612 1.37057
9 H -3.09672 -1.11035 -0.02397
10 H -2.68997 0.98911 -0.94668

**LUMO level**: 0.9 eV
**HOMO energy**: -9.4 eV
**F_max**: 9.66 eV/Å
**Energy relative to the best compared isomer or geometry (same formula, charge and spin)**: 16.0 kcal per mole
**SMILES**: [SiH3]C#C[SiH3]
**Net charge**: 0

Atom charges from the Löwdin analysis, given in e for atoms 1 to 6:
1. Si 0.56
2. C -0.34
3. C -0.31
4. Si 0.57
5. H -0.07
6. H -0.05



Computed, not measured: a cluster of 12 separate species, C81H177N9O12 in total, with ωB97M-V/def2-TZVPD.

Element x y z (Å)
1 C -16.89126 -14.42117 15.47621
2 C -18.23744 -13.98560 14.82254
3 C -18.03688 -12.66663 14.03580
4 C -18.69243 -15.12884 13.82771
5 C -20.10733 -15.01487 13.36843
6 C -21.05342 -14.83873 14.57970
7 C -20.67897 -13.65899 15.54762
8 C -21.11879 -12.31853 15.04644
9 C -21.36837 -13.89719 16.86872
10 N -19.29031 -13.91434 15.88299
11 O -18.84830 -12.89289 16.75827
12 H -17.02810 -15.36266 16.00131
13 H -16.06243 -14.54134 14.71184
14 H -16.62433 -13.59140 16.16097
15 H -17.06497 -12.82540 13.60145
16 H -18.86078 -12.61767 13.33903
17 H -17.97828 -11.70457 14.59986
18 H -17.99685 -15.13476 12.94879
19 H -18.67603 -16.03293 14.46866
20 H -20.17065 -14.17155 12.67469
21 H -20.41770 -15.79759 12.71965
22 H -21.11781 -15.83734 15.10433
23 H -22.05337 -14.63505 14.23876
24 H -22.18946 -12.27377 15.18468
25 H -20.82678 -12.12904 14.03533
26 H -20.67087 -11.66325 15.81333
27 H -21.10433 -14.87687 17.29126
28 H -22.47555 -13.93260 16.74506
29 H -21.25429 -13.23002 17.68152
30 H -18.38857 -13.32724 17.51721
31 C -28.97250 -21.27427 15.21544
32 C -29.38731 -19.87260 15.28608
33 C -30.43826 -19.71341 16.49717
34 C -28.18109 -19.03468 15.71383
35 C -27.13450 -18.99201 14.65036
36 C -27.74037 -18.33237 13.38468
37 C -29.01166 -19.02200 12.90937
38 C -29.68580 -17.95324 11.99566
39 C -28.79405 -20.29208 11.95775
40 N -29.86445 -19.19577 14.10346
41 O -30.97408 -19.82755 13.65040
42 H -29.76407 -21.87093 14.83091
43 H -28.12107 -21.47408 14.51572
44 H -28.69285 -21.66188 16.19059
45 H -30.16329 -19.98508 17.54350
46 H -30.85654 -18.69323 16.53782
47 H -31.26134 -20.35962 16.21075
48 H -28.55022 -18.01493 15.88690
49 H -27.67876 -19.42144 16.64954
50 H -26.28401 -18.38472 14.94066
51 H -26.93712 -20.05642 14.51779
52 H -26.94849 -18.41194 12.59290
53 H -27.96282 -17.28362 13.47082
54 H -30.59939 -18.31718 11.55139
55 H -28.83463 -17.87847 11.24115
56 H -29.76799 -16.94329 12.45924
57 H -29.75128 -20.57210 11.60631
58 H -28.38814 -21.15516 12.48724
59 H -28.15648 -20.08244 11.08239
60 H -31.68558 -19.17170 13.45111
61 C -23.57012 -20.74365 21.30500
62 C -23.84137 -21.53912 19.96635
63 C -22.98212 -20.97763 18.83634
64 C -23.35101 -22.97207 20.16544
65 C -23.79177 -23.84417 19.00733
66 C -25.29684 -23.81317 18.93892
67 C -25.91862 -22.40190 18.68184
68 C -25.75315 -22.03270 17.17396
69 C -27.46666 -22.35563 18.94234
70 N -25.34507 -21.52526 19.67530
71 O -25.69822 -20.12482 19.39529
72 H -23.76838 -19.66849 21.10991
73 H -24.25339 -21.02897 22.10273
74 H -22.54102 -20.86441 21.60389
75 H -23.35965 -19.98102 18.57984
76 H -21.98287 -20.87980 19.23421
77 H -23.02770 -21.61471 17.96678
78 H -22.27306 -23.03453 20.31063
79 H -23.81531 -23.31529 21.09632
80 H -23.33523 -23.50614 18.09880
81 H -23.44365 -24.81804 19.24900
82 H -25.64431 -24.27261 19.85621
83 H -25.55807 -24.53543 18.18416
84 H -26.31399 -21.10269 17.08698
85 H -26.08801 -22.88572 16.54070
86 H -24.70062 -21.80039 16.90735
87 H -27.82763 -21.33028 18.72029
88 H -27.63943 -22.70736 19.96146
89 H -27.94360 -22.97325 18.16477
90 H -26.46601 -19.91946 19.88105
91 C -25.09462 -11.44690 16.80587
92 C -25.79169 -12.77318 16.41209
93 C -27.27452 -12.55609 16.71817
94 C -25.42716 -13.20391 14.98162
95 C -25.93927 -14.59178 14.62011
96 C -25.26897 -15.52942 15.63628
97 C -25.64780 -15.14894 17.05843
98 C -27.12018 -15.54170 17.43891
99 C -24.72421 -16.04418 17.95458
100 N -25.17858 -13.77496 17.23785
101 O -25.44172 -13.38935 18.59352
102 H -25.16600 -10.89711 15.86658
103 H -25.58593 -10.84309 17.59420
104 H -24.05439 -11.68654 17.06825
105 H -27.57544 -11.51769 16.43351
106 H -27.99248 -13.17051 16.29028
107 H -27.31260 -12.57971 17.80282
108 H -25.71916 -12.40120 14.28930
109 H -24.34259 -13.26142 14.88784
110 H -26.98672 -14.71225 14.67970
111 H -25.53555 -14.79688 13.65997
112 H -24.14771 -15.47005 15.51141
113 H -25.53255 -16.56687 15.32839
114 H -27.45859 -16.50019 17.02548
115 H -27.76019 -14.72877 17.15209
116 H -27.15282 -15.73516 18.53084
117 H -23.65183 -15.96407 17.78774
118 H -24.97517 -17.09964 17.71206
119 H -24.99232 -16.01527 19.02407
120 H -24.60279 -13.04358 18.92440
121 C -15.00395 -20.24738 13.49222
122 C -15.74659 -19.56169 14.60905
123 C -14.70193 -19.03607 15.60168
124 C -16.61511 -18.40158 13.99583
125 C -17.99079 -18.73259 13.45460
126 C -18.70740 -19.59604 14.44879
127 C -17.99645 -20.91237 14.89241
128 C -18.70756 -21.48718 16.06476
129 C -17.97248 -21.87974 13.69972
130 N -16.69239 -20.39063 15.40927
131 O -16.00588 -21.53227 15.98027
132 H -14.24756 -19.60069 13.12869
133 H -14.52621 -21.11976 13.88819
134 H -15.56800 -20.54487 12.67938
135 H -14.17654 -18.16059 15.18215
136 H -15.11893 -18.74576 16.55045
137 H -13.97557 -19.92098 15.80511
138 H -16.61948 -17.66145 14.84984
139 H -16.02806 -17.99409 13.18374
140 H -18.54926 -17.85122 13.08388
141 H -17.76576 -19.40266 12.66874
142 H -19.69758 -19.83477 14.07709
143 H -18.85271 -19.07509 15.39562
144 H -18.34625 -22.48103 16.30025
145 H -19.79161 -21.52600 15.93977
146 H -18.59283 -20.81409 16.94447
147 H -19.04447 -21.94935 13.38343
148 H -17.58105 -22.91715 13.82212
149 H -17.46431 -21.45338 12.83102
150 H -16.13533 -21.44312 16.95292
151 C -17.82332 -18.58973 18.50808
152 C -18.14220 -18.06220 20.00028
153 C -17.37587 -18.90192 21.01973
154 C -17.78226 -16.56874 20.07926
155 C -18.78748 -15.63196 19.43202
156 C -20.19306 -15.87939 19.96334
157 C -20.62272 -17.33369 19.84112
158 C -21.78952 -17.37459 20.89371
159 C -21.11911 -17.71504 18.44178
160 N -19.52133 -18.23082 20.33300
161 O -19.97291 -19.59088 20.15724
162 H -16.78376 -18.31206 18.19345
163 H -17.98532 -19.66606 18.53849
164 H -18.47548 -18.25763 17.67683
165 H -17.86054 -18.71847 22.02606
166 H -17.49818 -19.93199 20.81767
167 H -16.32685 -18.64895 21.05482
168 H -17.62555 -16.30636 21.13787
169 H -16.82440 -16.45891 19.52563
170 H -18.61660 -14.58209 19.57054
171 H -18.72769 -15.87474 18.37094
172 H -20.87666 -15.18226 19.42086
173 H -20.25525 -15.58176 21.00026
174 H -22.40353 -16.46788 20.71500
175 H -21.32234 -17.25379 21.84733
176 H -22.40462 -18.30241 20.94902
177 H -20.73507 -18.68920 18.18581
178 H -20.74250 -17.08701 17.66943
179 H -22.18055 -17.77823 18.41010
180 H -20.08612 -19.82062 21.08038
181 C -21.94878 -22.42407 14.21786
182 C -22.82276 -21.17710 13.76117
183 C -24.30130 -21.63706 13.57563
184 C -22.76238 -20.22132 14.95209
185 C -23.26198 -18.75486 14.59748
186 C -22.63757 -18.23244 13.32782
187 C -22.64373 -19.24033 12.18241
188 C -23.98564 -19.24799 11.43783
189 C -21.62078 -18.68636 11.15891
190 N -22.12702 -20.50667 12.65251
191 O -22.06629 -21.44114 11.55882
192 H -20.92634 -22.17655 13.90064
193 H -22.03921 -22.49330 15.27997
194 H -22.20274 -23.36274 13.81473
195 H -24.55120 -22.06958 14.56371
196 H -24.93049 -20.73088 13.47803
197 H -24.51875 -22.42231 12.89310
198 H -23.42593 -20.51532 15.80457
199 H -21.68945 -20.21307 15.16053
200 H -24.36063 -18.91345 14.41361
201 H -23.14621 -18.01754 15.37479
202 H -21.60743 -17.96551 13.61217
203 H -23.16490 -17.33585 12.92673
204 H -24.13339 -18.32772 10.83518
205 H -24.88658 -19.22674 12.03833
206 H -24.03931 -20.07328 10.69899
207 H -21.50583 -19.28396 10.24752
208 H -20.56088 -18.57289 11.49027
209 H -21.91437 -17.67414 11.01711
210 H -23.00437 -21.71607 11.38209
211 C -24.72148 -29.41338 15.55040
212 C -24.97508 -27.88792 15.79772
213 C -25.87681 -27.74802 17.01267
214 C -23.66260 -27.17472 16.12894
215 C -23.68806 -25.65112 16.05571
216 C -24.02443 -25.38508 14.61998
217 C -25.41456 -25.90219 14.28890
218 C -26.49707 -25.09192 14.93252
219 C -25.58757 -25.81384 12.74442
220 N -25.47901 -27.36030 14.56559
221 O -26.74548 -27.92315 14.32356
222 H -24.26738 -29.95233 16.40947
223 H -25.69295 -29.90052 15.36067
224 H -24.05987 -29.53088 14.68300
225 H -25.53648 -26.89415 17.62200
226 H -26.94345 -27.54485 16.69088
227 H -25.77886 -28.61723 17.63176
228 H -23.24524 -27.59640 17.06740
229 H -22.92044 -27.47920 15.37875
230 H -24.47443 -25.26353 16.70296
231 H -22.74068 -25.25444 16.40337
232 H -23.25956 -25.87617 14.02943
233 H -24.09616 -24.35626 14.28399
234 H -27.51200 -25.56567 14.76627
235 H -26.56233 -24.07873 14.61091
236 H -26.39178 -25.09571 16.02807
237 H -24.89646 -26.53713 12.25794
238 H -25.34031 -24.78700 12.55125
239 H -26.55833 -25.95491 12.37595
240 H -26.64918 -28.49119 13.51859
241 C -24.05199 -14.89181 9.76899
242 C -23.14729 -13.78807 10.31551
243 C -23.04995 -14.00925 11.85544
244 C -21.76842 -13.86479 9.74261
245 C -21.58447 -13.23324 8.38496
246 C -21.99892 -11.77097 8.36124
247 C -23.52732 -11.71236 8.77740
248 C -23.91628 -10.29912 9.16750
249 C -24.56814 -12.23185 7.74912
250 N -23.56990 -12.42772 10.06819
251 O -24.87517 -12.26738 10.75151
252 H -23.88137 -14.89692 8.67915
253 H -23.69214 -15.84738 9.95492
254 H -25.15561 -14.85202 9.96336
255 H -23.94645 -14.21741 12.42585
256 H -22.41295 -14.83512 12.12170
257 H -22.54192 -13.23672 12.39983
258 H -21.12460 -13.39232 10.44260
259 H -21.43861 -14.90273 9.69841
260 H -20.53159 -13.35715 8.08255
261 H -22.13874 -13.71729 7.61151
262 H -21.95433 -11.38771 7.35259
263 H -21.36221 -11.14589 9.01978
264 H -23.82910 -9.61322 8.32490
265 H -23.26313 -9.95224 9.98600
266 H -24.92306 -10.10927 9.59545
267 H -24.37751 -13.16848 7.19272
268 H -24.62595 -11.47118 6.99561
269 H -25.40862 -12.43747 8.32487
270 H -24.75059 -11.44918 11.23755
271 O -20.88699 -25.89071 13.32455
272 H -20.73973 -25.26812 12.58655
273 H -19.97337 -26.24023 13.49045
274 O -20.98278 -23.98634 11.29545
275 H -21.13992 -23.18967 11.81675
276 H -20.51822 -23.82519 10.50538
277 O -23.70282 -23.28879 10.55421
278 H -24.44792 -23.87050 10.48557
279 H -22.85422 -23.80130 10.48265

**LUMO level**: 0.4 eV
**HOMO energy**: -8.3 eV
**F_max**: 3.93 eV/Å
**SMILES**: CC1(C)CCCC(C)(C)N1O.CC1(C)CCCC(C)(C)N1O.CC1(C)CCCC(C)(C)N1O.CC1(C)CCCC(C)(C)N1O.CC1(C)CCCC(C)(C)N1O.CC1(C)CCCC(C)(C)N1O.CC1(C)CCCC(C)(C)N1O.CC1(C)CCCC(C)(C)N1O.CC1(C)CCCC(C)(C)N1O.O.O.O
**Net charge**: 0

Atom charges from the Löwdin analysis, given in e for atoms 1 to 6:
1. C -0.03
2. C -0.48
3. C -0.02
4. C -0.14
5. C -0.20
6. C -0.09



Computed, not measured: a cluster of 2 separate species, C6H16 in total, with ωB97M-V/def2-TZVPD.

Element x y z (Å)
1 C 1.27342 -0.36081 -0.19443
2 C 0.74962 0.18412 1.17012
3 C -0.29523 -0.83835 1.62580
4 C 1.92367 0.12959 2.24062
5 H 1.65286 0.41690 -0.86214
6 H 0.39247 -0.78328 -0.72092
7 H 2.01503 -1.10626 0.08923
8 H 0.47365 1.22707 1.10850
9 H 0.03205 -1.87908 1.55773
10 H -0.53382 -0.69860 2.68096
11 H -1.20368 -0.80766 1.01789
12 H 1.45889 0.44301 3.17473
13 H 2.27717 -0.90362 2.16373
14 H 2.66938 0.87442 1.98395
15 C -1.30172 1.20005 -2.30272
16 C -1.91850 -0.18040 -1.88482
17 H -0.56519 1.62294 -1.63209
18 H -0.88406 1.00241 -3.30310
19 H -2.09271 1.93166 -2.45715
20 H -2.68056 -0.12186 -1.11281
21 H -2.37188 -0.59041 -2.79601
22 H -1.07085 -0.76185 -1.54707

**LUMO level**: 1.2 eV
**HOMO energy**: -10.8 eV
**F_max**: 2.43 eV/Å
**Energy relative to the best compared isomer or geometry (same formula, charge and spin)**: 17.3 kcal per mole
**SMILES**: CC(C)C.CC
**Net charge**: 0

Atom charges from the Löwdin analysis, given in e for atoms 1 to 6:
1. C -0.09
2. C -0.45
3. C -0.10
4. C -0.08
5. H 0.07
6. H 0.04



> Which of these has the lowest HOMO energy?

C6H16